DFT (ωB97M-V/def2-TZVPD) results for a gas-phase ion, C20H31Si (charge +1) in a non-equilibrium geometry.

```
52
Properties=species:S:1:pos:R:3
Si 2.358 -0.062 1.187
C 2.807 0.798 -0.420
C -4.555 1.724 0.752
C 0.768 0.820 1.794
C -2.139 -0.067 -1.345
C -4.222 -0.568 0.187
C 3.840 0.040 2.341
C 3.233 2.255 -0.265
C -1.812 0.938 -2.223
C -2.120 -1.386 -1.753
C 1.746 -2.294 -0.529
C 1.898 -1.868 0.920
C 5.171 -0.596 1.896
C -1.176 -0.703 -3.897
C -0.487 0.865 0.960
C -1.420 -0.197 0.927
C -1.632 -1.714 -3.014
C -3.318 1.718 0.195
C -1.313 0.628 -3.481
C -2.782 0.244 0.003
C -5.112 0.346 0.982
H 2.619 -2.024 -1.147
H 3.483 2.672 -1.247
H 3.597 0.196 -0.885
H 5.073 -1.666 1.753
H -1.568 -2.768 -3.367
H 0.524 0.327 2.765
H 2.680 -2.433 1.421
H 1.640 -3.390 -0.578
H 4.117 2.367 0.376
H 1.927 0.727 -1.070
H 0.976 -2.039 1.465
H -0.906 -1.165 1.419
H -2.470 -0.036 1.454
H 4.001 1.122 2.566
H -2.674 2.581 -0.121
H -4.571 -0.744 -0.859
H 1.108 1.851 2.027
H -0.781 1.816 0.506
H 0.851 -1.862 -1.009
H 2.438 2.883 0.155
H -6.161 0.257 0.702
H -2.030 1.969 -1.998
H 5.544 -0.159 0.976
H 3.522 -0.412 3.311
H 5.919 -0.433 2.668
H -5.046 0.073 2.029
H -5.133 2.620 1.048
H -4.018 -1.512 0.677
H -2.598 -2.193 -1.164
H -1.004 1.416 -4.162
H -0.796 -0.964 -4.930
```

Computed properties:
2S+1: 1
LUMO energy, eV: -4.63
Kohn-Sham gap, eV: 7.3851
Net charge: +1



DFT (ωB97M-V/def2-TZVPD) results for 2 unconnected molecules or ions with the total composition C3H11N2O in a non-equilibrium geometry.

```
17
Properties=species:S:1:pos:R:3
O -1.853 -0.862 -0.217
N 1.252 0.062 0.095
N 0.755 -1.183 0.422
C -2.560 0.256 0.318
C 1.810 0.868 0.923
C 1.627 0.207 -1.324
H -0.211 -1.468 -0.052
H 2.410 1.710 0.456
H 1.575 -0.833 -1.689
H -1.978 1.113 0.224
H 2.597 0.609 -1.370
H -3.531 0.478 -0.294
H 0.844 -1.384 1.366
H -2.419 -1.625 -0.413
H 1.657 1.045 2.045
H 0.884 0.815 -1.934
H -2.860 0.192 1.447
```

Computed properties:
2S+1: 1
LUMO energy, eV: -4.62
Kohn-Sham gap, eV: 9.7631
Net charge: +1



DFT (ωB97M-V/def2-TZVPD) results for 3 unconnected molecules or ions with the total composition C6H12O.

```
19
Properties=species:S:1:pos:R:3
O 0.345 -1.878 -0.280
C -2.107 -0.329 0.703
C 2.262 0.647 0.200
C -1.424 0.720 0.372
C -2.065 -0.030 -0.754
C -0.192 -1.928 0.797
C 1.408 1.034 -0.999
H 2.250 -0.440 0.328
H -2.747 -0.682 1.477
H -1.490 -0.688 -1.408
H -1.132 1.663 0.787
H 1.416 2.113 -1.185
H 3.306 0.959 0.086
H 0.212 -1.425 1.696
H 0.363 0.785 -0.834
H 1.754 0.506 -1.893
H 1.868 1.117 1.106
H -1.076 -2.569 0.988
H -2.951 0.428 -1.188
```

Computed properties:
2S+1: 1
LUMO energy, eV: 0.61
Kohn-Sham gap, eV: 10.2660
SMILES: C1=CC1.C=O.CC



DFT (ωB97M-V/def2-TZVPD) results for 2 unconnected molecules or ions with the total composition C10H16O in a non-equilibrium geometry.

```
27
Properties=species:S:1:pos:R:3
O 2.558 -2.141 -0.686
C 2.244 -1.215 0.254
C -1.700 -0.618 -2.535
C 0.970 0.596 1.831
C -0.846 2.492 1.750
C 0.183 1.683 2.513
C 3.081 -0.375 0.853
C 2.326 0.606 1.690
C 0.785 -1.175 0.253
C 0.161 -0.274 1.007
C -2.643 -1.392 -3.431
H -3.681 -0.900 -3.870
H -3.075 -2.257 -2.896
H -2.391 0.019 -2.032
H -1.285 -1.256 -1.745
H -1.482 2.811 2.462
H -0.444 1.184 3.406
H 0.354 -1.803 -0.429
H -0.637 3.398 1.135
H 3.242 -2.717 -0.578
H -0.998 -0.175 -2.929
H -0.939 -0.199 0.914
H 4.145 -0.339 0.964
H -2.055 -1.786 -4.300
H -1.466 1.825 1.159
H 0.804 2.557 3.061
H 2.787 1.452 2.179
```

Computed properties:
2S+1: 2
LUMO energy (spin up / spin down), eV: -3.75 / -7.98
Kohn-Sham gap (spin up / spin down), eV: 9.9073 / 5.6786
Net charge: +1
⟨S²⟩: 0.765



DFT (ωB97M-V/def2-TZVPD) results for a single C8H14N2O5 molecule in a non-equilibrium geometry.

```
29
Properties=species:S:1:pos:R:3
O -1.390 1.234 0.838
O -0.460 -2.796 0.201
O 4.094 -0.897 0.052
O 3.828 1.196 -0.744
O 0.178 -0.920 1.231
N -0.608 -1.596 0.199
N 3.338 0.290 -0.088
C -2.670 1.114 1.394
C 0.195 1.264 -0.929
C 1.664 -1.007 1.060
C -2.114 -1.472 -1.650
C -1.225 0.658 -0.450
C -1.345 -0.854 -0.536
C 1.216 1.382 0.271
C 2.139 0.261 0.376
H -3.107 0.081 1.575
H 1.904 -1.077 2.207
H -2.815 -2.299 -1.233
H -3.426 1.865 0.941
H -0.111 2.295 -1.243
H -2.157 0.955 -1.072
H 0.624 1.450 1.205
H 1.714 2.295 0.104
H 0.565 0.637 -1.625
H 4.709 -0.780 -0.690
H -2.577 -0.590 -2.077
H -2.623 1.313 2.561
H 1.933 -1.955 0.438
H -1.474 -2.047 -2.318
```

Computed properties:
2S+1: 1
LUMO energy, eV: 0.66
Kohn-Sham gap, eV: 9.4028
SMILES: CO[C@H]1CC/C(=[N+](\[O-])O)CO/[N+]([O-])=C\1C



DFT (ωB97M-V/def2-TZVPD) results for a molecular structure, C51H45FN5P2PtSe2 in a non-equilibrium geometry.

```
107
Properties=species:S:1:pos:R:3
Pt 0.453 0.095 -1.663
Se 1.976 -1.717 4.547
Se -1.301 1.284 -0.205
P 0.495 -2.844 3.555
P -0.879 0.145 1.579
F -1.725 -1.069 -2.914
N 0.807 -2.740 -0.275
N 0.858 -3.335 0.916
N -0.068 1.061 -3.524
N 0.218 -1.557 -0.147
N 7.317 1.862 0.820
C 2.033 2.497 3.080
C 0.312 -2.488 1.817
C -3.176 1.763 -5.488
C 0.600 3.405 -3.532
C -3.569 -2.945 4.143
C 4.990 1.177 -0.124
C 1.188 -7.385 3.941
C 2.546 2.866 -5.431
C -0.054 0.988 4.119
C 1.438 4.420 -3.993
C -4.367 0.371 3.694
C 1.921 -6.487 4.699
C 1.196 1.801 2.221
C 4.487 1.796 -1.265
C -1.349 4.894 -2.893
C 0.147 1.043 2.745
C -2.183 -0.093 -3.753
C -3.445 -0.259 -4.266
C 0.857 -0.046 -6.485
C 2.971 -0.120 0.028
C 0.751 2.102 -4.025
C -2.302 -3.122 3.604
C 6.288 1.559 0.403
C 1.737 1.823 -4.982
C 0.252 -6.915 3.026
C -1.902 1.912 -4.951
C -3.971 0.677 -5.154
C 2.353 -0.633 -4.544
C -2.622 -1.644 5.929
C -0.105 -1.374 1.136
C 2.418 0.508 -1.100
C 2.411 4.159 -4.945
C 1.985 0.442 -5.569
C -3.036 0.555 3.333
C -5.133 -0.596 3.063
C 0.051 -5.553 2.877
C -3.241 -1.224 1.720
C 1.717 -5.118 4.551
C 1.809 2.463 4.452
C 3.225 1.461 -1.738
C 0.778 -4.645 3.647
C -1.332 0.980 -4.053
C 0.169 3.980 -1.110
C 4.227 0.204 0.518
C -3.729 -2.202 5.307
C -1.182 -2.573 4.231
C -2.467 -0.251 2.353
C 0.769 1.710 4.971
C -4.568 -1.394 2.072
C -1.349 -1.833 5.395
C -0.458 3.718 -2.483
H -4.963 0.551 -5.569
H 0.827 4.854 -1.157
H -2.805 -1.827 0.930
H -6.173 -0.724 3.335
H 1.364 1.839 1.151
H 0.614 1.656 6.042
H 3.057 4.951 -5.304
H -3.546 2.514 -6.178
H -2.744 -1.056 6.831
H -0.311 -7.610 2.414
H 2.870 0.573 -6.196
H 2.408 -0.884 0.550
H -1.778 4.740 -3.885
H -1.307 2.769 -5.236
H 3.255 -0.367 -3.987
H -0.829 0.354 4.537
H 2.455 3.020 5.120
H -0.604 4.166 -0.356
H -4.804 0.998 4.460
H 2.537 -1.583 -5.055
H -4.432 -3.373 3.646
H 2.290 -4.405 5.130
H -2.463 1.349 3.792
H 5.082 2.544 -1.775
H -0.471 -1.415 5.874
H -0.004 -0.393 -5.906
H -2.173 5.005 -2.181
H 0.509 0.745 -7.154
H 3.312 2.649 -6.169
H 4.616 -0.291 1.400
H -1.093 2.837 -2.403
H 1.351 -8.451 4.051
H -4.003 -1.138 -3.965
H 2.663 -6.845 5.403
H 2.858 3.068 2.673
H -5.166 -2.140 1.565
H -2.192 -3.676 2.680
H -4.719 -2.051 5.721
H 1.211 -0.881 -7.097
H -0.796 5.838 -2.905
H -0.642 -5.202 2.126
H 0.761 3.128 -0.775
H 2.868 1.966 -2.627
H 1.325 5.426 -3.601
H 1.547 -0.788 -3.829
```

Computed properties:
2S+1: 3
LUMO energy (spin up / spin down), eV: 1.83 / 1.67
Kohn-Sham gap (spin up / spin down), eV: 5.7145 / 6.2589
Net charge: -1
⟨S²⟩: 2.007



DFT (ωB97M-V/def2-TZVPD) results for 2 unconnected molecules or ions with the total composition C15H32N2O2 in a non-equilibrium geometry.

```
51
Properties=species:S:1:pos:R:3
O -1.289 -2.759 0.519
O 0.136 2.972 1.536
N -1.995 -2.224 -0.422
N 2.237 2.055 1.996
C -0.152 4.354 1.801
C 3.171 1.174 2.724
C -1.897 -4.476 -1.417
C -0.517 -2.620 -2.365
C 4.470 1.394 1.885
C 2.436 1.635 0.591
C -0.506 -0.394 -1.195
C -1.846 -2.979 -1.701
C -1.797 -0.748 -0.457
C 0.857 2.326 2.526
C -0.324 -1.113 -2.532
C -1.709 -0.210 0.968
C -3.007 -0.044 -1.117
C -3.013 -2.691 -2.662
C 3.954 1.838 0.484
H -3.015 -1.683 -3.069
H -2.590 -0.484 1.549
H 5.027 2.165 2.395
H -2.814 -4.741 -0.890
H -0.476 0.688 -1.350
H 5.050 0.494 1.767
H -1.876 -5.021 -2.360
H -1.017 -0.714 -3.277
H -3.197 0.921 -0.647
H -1.646 0.879 0.931
H -3.915 -0.633 -1.003
H -2.956 -3.366 -3.515
H -0.457 -3.117 -3.334
H -3.970 -2.860 -2.168
H 2.896 0.142 2.564
H 3.277 1.367 3.779
H -0.826 -0.581 1.490
H 4.405 1.321 -0.345
H 4.093 2.908 0.357
H 0.362 1.400 2.794
H 2.704 2.967 2.033
H 0.751 4.956 1.812
H -0.820 4.673 1.018
H 0.346 -0.643 -0.549
H 0.305 -3.018 -1.761
H -1.051 -4.811 -0.822
H 2.292 0.558 0.570
H -2.858 0.154 -2.178
H 0.678 -0.916 -2.918
H 0.979 2.981 3.379
H -0.683 4.453 2.743
H 1.796 2.070 -0.156
```

Computed properties:
2S+1: 2
LUMO energy (spin up / spin down), eV: -2.88 / -2.88
Kohn-Sham gap (spin up / spin down), eV: 7.5834 / 8.5886
Net charge: +1
⟨S²⟩: 0.754



DFT (ωB97M-V/def2-TZVPD) results for a molecular structure, C30H36N6O11P2STi.

```
87
Properties=species:S:1:pos:R:3
Ti 0.475 -0.499 0.264
S -2.653 1.334 -0.681
P 2.376 1.747 1.773
P 2.347 1.460 -1.213
O -1.300 -0.805 -0.359
O 1.547 -2.561 -1.696
O -0.456 -1.704 -2.252
O 0.928 1.130 -0.687
O 2.110 2.671 -2.216
O 1.379 2.893 2.121
O 3.197 -1.830 2.454
O 3.442 1.844 2.925
O 1.748 0.385 1.698
O 4.477 1.337 0.385
O 3.168 0.363 -1.773
N -0.108 -1.739 2.058
N -1.651 3.698 -0.062
N -0.989 2.065 1.348
N 0.630 -1.497 -1.457
N -0.834 0.717 1.619
N 2.145 -1.837 0.351
C -2.705 -4.410 1.092
C -1.330 -4.301 -1.322
C -0.742 -1.635 4.356
C 4.040 -3.216 0.656
C -1.477 1.235 3.925
C -0.432 -2.981 4.510
C -2.365 4.301 -1.183
C -1.657 2.399 0.269
C -1.814 -3.118 -0.740
C -1.577 -1.745 -1.354
C -0.792 -4.408 -2.733
C -1.447 -5.490 -0.606
C -0.985 0.348 2.835
C 5.243 -5.028 -1.018
C 5.760 -4.784 0.251
C -3.378 -2.026 0.971
C 3.642 3.602 0.137
C 3.527 -3.465 -0.609
C -2.213 -6.870 1.353
C 0.141 -3.036 2.202
C -0.607 -1.061 3.107
C -3.811 4.645 -0.861
C 3.288 2.126 0.242
C -2.590 -3.194 0.428
C 3.147 -2.211 1.325
C 4.105 -4.368 -1.476
C 2.358 -2.593 -0.704
C 5.160 -3.870 1.117
C -2.096 -5.563 0.619
C -0.017 -3.701 3.408
H 2.629 2.570 -3.023
H -1.099 -1.053 5.192
H -1.173 4.307 0.585
H -2.178 0.707 4.570
H -1.807 5.195 -1.461
H 0.273 -4.202 -2.806
H 3.703 -4.552 -2.462
H -2.421 -1.404 -1.961
H -4.184 -2.396 1.604
H -2.306 3.612 -2.027
H -1.295 -3.724 -3.412
H -0.632 1.559 4.540
H -3.827 -1.434 0.172
H -1.246 -7.370 1.422
H 4.257 1.380 2.676
H -2.598 -6.724 2.362
H -2.765 -1.342 1.555
H -0.963 -5.423 -3.092
H -3.302 -4.457 1.997
H 0.413 2.686 1.853
H 0.201 -4.757 3.468
H 5.737 -5.743 -1.662
H -1.961 2.114 3.513
H 4.477 0.702 -0.355
H -3.871 5.363 -0.042
H -4.370 3.753 -0.576
H 2.749 4.220 0.057
H -2.891 -7.549 0.834
H 0.479 -3.567 1.320
H 6.647 -5.314 0.571
H 4.206 3.910 1.018
H -1.055 -6.399 -1.049
H -4.295 5.083 -1.734
H -0.529 -3.456 5.477
H 4.260 3.764 -0.745
H 5.555 -3.678 2.105
```

Computed properties:
2S+1: 2
LUMO energy (spin up / spin down), eV: -3.24 / -4.57
Kohn-Sham gap (spin up / spin down), eV: 7.8242 / 6.4881
Net charge: +1
⟨S²⟩: 0.753



DFT (ωB97M-V/def2-TZVPD) results for a molecular structure, C2H2Cl4Si in a non-equilibrium geometry.

```
9
Properties=species:S:1:pos:R:3
Cl -1.651 -1.166 0.949
Cl 3.606 1.287 -1.016
Cl 1.520 -0.113 -2.953
Cl 1.234 3.269 -1.949
Si 1.747 1.403 -1.521
C -0.387 -0.576 -0.086
C 0.087 0.641 0.089
H 0.152 1.197 0.924
H -0.227 -0.946 -1.057
```

Computed properties:
2S+1: 1
LUMO energy, eV: 0.19
Kohn-Sham gap, eV: 9.9774



DFT (ωB97M-V/def2-TZVPD) results for 2 unconnected molecules or ions with the total composition H4N2O3S in a non-equilibrium geometry.

```
10
Properties=species:S:1:pos:R:3
S -0.006 0.570 -0.796
O -2.435 1.182 3.066
O -0.401 -0.701 -1.813
O -1.312 1.285 -0.839
N -2.884 2.188 2.584
N 0.194 -0.326 0.583
H -1.253 -1.048 -1.473
H 1.040 -0.849 0.719
H -2.817 2.212 1.570
H -0.639 -0.879 0.856
```

Computed properties:
2S+1: 1
LUMO energy, eV: -0.13
Kohn-Sham gap, eV: 9.2441



DFT (ωB97M-V/def2-TZVPD) results for a gas-phase ion, C4H10N3O (charge +1) in a non-equilibrium geometry.

```
18
Properties=species:S:1:pos:R:3
O -2.425 0.588 0.959
N -0.202 0.626 0.160
N -1.562 -1.271 -0.849
N -0.417 -1.660 -0.243
C 0.209 -0.782 0.363
C 1.529 -1.042 1.114
C -1.518 0.700 0.037
C 0.535 1.405 -0.770
H 0.398 2.478 -0.599
H 1.526 1.191 -0.573
H 0.294 1.206 -1.814
H 1.293 -1.957 1.708
H -2.371 -1.672 -0.500
H -1.592 -1.704 -1.819
H -2.103 0.201 1.771
H 1.680 -0.162 1.766
H 2.226 -1.450 0.353
H -1.897 1.144 -0.869
```

Computed properties:
2S+1: 1
LUMO energy, eV: -3.74
Kohn-Sham gap, eV: 10.6597
Net charge: +1
SMILES: CC(=N/N)/[N+](C)=C\O



DFT (ωB97M-V/def2-TZVPD) results for 2 unconnected molecules or ions with the total composition C5H8N2O2 in a non-equilibrium geometry.

```
17
Properties=species:S:1:pos:R:3
O 2.712 -1.201 -1.138
O 4.105 -0.797 0.663
N 0.415 0.095 -0.243
N 2.863 2.525 -0.137
C 1.458 0.562 0.660
C 2.231 1.602 0.168
C -0.645 1.120 -0.477
C 3.313 -0.857 -0.174
C -0.011 -1.278 0.174
H 0.837 -1.911 -0.100
H 1.235 0.917 1.770
H -0.148 2.038 -0.857
H -1.419 0.727 -1.248
H -0.983 -1.552 -0.392
H -0.308 -1.275 1.203
H 0.990 -0.071 -1.094
H -1.208 1.262 0.381
```

Computed properties:
2S+1: 1
LUMO energy, eV: 0.34
Kohn-Sham gap, eV: 8.1312



| no. | E_tot (Ha) |
| --- | --- |
| 1 | -1069.79266 |
| 2 | -305.30100 |
| 3 | -310.89405 |
| 4 | -465.44772 |
| 5 | -798.63479 |
| 6 | -7949.03427 |
| 7 | -850.39540 |
| 8 | -4251.42900 |
| 9 | -2207.73832 |
| 10 | -735.68735 |
| 11 | -397.58485 |
| 12 | -455.23005 |